Here is a single C16H19NO3S2 molecule from the Open Molecules 2025 dataset. Energies are from ωB97M-V/def2-TZVPD.

Calculated values
structure (SMILES)	CC(C)C[C@H](OC(=O)c1cccs1)C(=O)NCc1cccs1
frontier orbital gap	9.0	eV
largest force on an atom	0.78	eV/Å
molar mass	337.466	Da
energy above the lowest of the compared OMol25 structures with the same formula, charge and spin	0.1	kcal/mol
net charge	0
multiplicity	1

Structure (XYZ):
```
41
Properties=species:S:1:pos:R:3:forces:R:3:mulliken_charge:R:1
S 2.641 -2.825 0.695 -0.14 0.42 0.32 -0.09
S 2.536 0.820 -1.396 0.22 0.58 -0.19 0.10
O 0.077 -2.264 -0.805 0.04 0.10 0.12 -0.70
O -0.492 -0.479 0.457 -0.10 0.07 0.28 -0.29
O -1.695 1.249 -2.384 -0.25 -0.10 -0.25 -0.69
N -0.169 1.776 -0.801 0.39 0.18 0.35 -0.20
C -2.814 0.221 0.372 0.10 -0.24 0.05 -1.14
C 1.775 -0.845 2.093 -0.33 -0.19 -0.40 -0.25
C 1.995 2.448 -1.663 0.14 -0.33 0.11 0.38
C 4.282 2.602 -1.968 0.15 -0.13 -0.01 -0.39
C -4.319 -1.709 -0.285 0.01 0.20 0.22 -1.48
C 2.994 -1.228 2.674 0.24 -0.12 0.06 -0.71
C 3.037 3.272 -1.954 -0.28 -0.07 0.06 -0.74
C 3.570 -2.279 2.024 -0.18 -0.11 -0.28 -0.41
C 0.293 -1.520 0.119 -0.06 -0.17 -0.26 0.62
C -1.152 1.018 -1.327 0.01 -0.30 0.33 -0.06
C 0.540 2.777 -1.561 -0.28 0.27 -0.26 -0.70
C -1.567 -0.156 -0.430 -0.57 0.03 -0.54 0.69
C 1.444 -1.619 1.009 0.46 -0.22 0.23 0.07
C 4.167 1.283 -1.680 -0.26 -0.24 0.06 -0.56
C -2.843 -1.927 1.732 -0.20 0.19 0.01 -1.39
C -3.656 -0.963 0.871 0.13 0.00 -0.06 0.63
H 0.241 1.479 0.073 -0.09 -0.03 -0.11 0.28
H -2.308 -1.392 2.514 0.09 -0.01 0.12 0.33
H -2.122 -2.472 1.129 0.11 -0.10 -0.06 0.21
H 5.218 3.088 -2.179 0.19 0.05 -0.03 0.39
H 3.426 -0.747 3.533 0.10 0.05 0.14 0.42
H -3.580 -2.219 -0.898 0.08 -0.09 -0.11 0.31
H 4.938 0.540 -1.617 0.21 -0.11 0.00 0.40
H -3.502 -2.654 2.202 -0.03 -0.11 0.05 0.47
H -2.488 0.821 1.225 -0.02 0.11 0.00 0.27
H 0.416 3.766 -1.101 0.02 -0.11 -0.14 0.36
H -5.008 -2.458 0.101 -0.07 -0.11 -0.01 0.44
H 4.497 -2.765 2.257 0.20 -0.09 0.07 0.47
H 2.922 4.322 -2.155 -0.06 0.22 -0.01 0.42
H -3.437 0.849 -0.268 0.04 0.05 0.00 0.39
H 0.071 2.799 -2.553 0.07 0.06 0.20 0.35
H -4.448 -0.532 1.495 0.06 -0.02 -0.04 0.32
H 1.155 -0.044 2.452 -0.13 0.15 0.03 0.54
H -4.875 -1.022 -0.918 -0.09 0.03 -0.12 0.38
H -1.762 -1.012 -1.085 0.08 0.24 0.08 0.54
```
Forces are in eV/Å.

Here is a molecular structure, C16H20As2AuS2 from the Open Molecules 2025 dataset. Energies are from ωB97M-V/def2-TZVPD.

Calculated values
frontier orbital gap	6.8	eV
largest force on an atom	0.08	eV/Å
molar mass	623.281	Da
energy above the lowest of the compared OMol25 structures with the same formula, charge and spin	0.0	kcal/mol
net charge	+1
multiplicity	1

Structure (XYZ):
```
41
Properties=species:S:1:pos:R:3:forces:R:3:mulliken_charge:R:1
Au 0.084 -0.525 -0.578 0.01 -0.01 -0.07 0.40
As -1.749 0.560 0.565 -0.06 0.01 0.04 0.50
As 1.528 0.919 0.715 0.05 0.02 0.04 0.50
S -1.364 -1.845 -1.770 0.00 -0.01 -0.03 -0.50
S 1.884 -1.480 -1.630 0.00 -0.01 -0.03 -0.50
C 0.991 2.418 3.138 -0.01 0.04 0.05 -0.52
C -0.827 -3.641 -3.732 0.00 -0.05 -0.04 -0.78
C 0.420 1.701 2.093 -0.04 -0.01 -0.04 0.32
C 2.278 2.388 -0.282 0.02 -0.01 0.03 -1.07
C -3.089 -0.599 1.312 -0.03 0.04 0.02 -1.08
C 0.184 2.977 4.119 0.01 -0.02 -0.02 -0.72
C -1.194 2.826 4.056 0.00 -0.02 -0.02 -0.72
C 1.369 -4.219 -4.514 0.03 0.02 0.03 -0.60
C 1.108 -2.591 -2.764 0.07 0.03 0.03 0.85
C -0.965 1.549 2.030 0.05 0.00 -0.04 0.32
C 1.927 -3.332 -3.613 0.02 -0.04 -0.04 -0.78
C -2.705 1.842 -0.510 -0.02 -0.02 0.03 -1.07
C -0.012 -4.374 -4.573 -0.03 0.01 0.02 -0.60
C -1.769 2.115 3.012 -0.01 0.04 0.05 -0.52
C 3.014 0.070 1.591 0.01 0.05 0.02 -1.08
C -0.267 -2.745 -2.823 -0.08 0.01 0.02 0.84
H -3.387 2.409 0.122 -0.01 -0.01 0.00 0.44
H 3.601 -0.448 0.835 0.00 -0.01 -0.01 0.43
H 2.011 -4.791 -5.170 0.00 0.00 0.00 0.37
H -2.637 -1.226 2.077 0.01 0.00 0.00 0.36
H -3.261 1.302 -1.274 0.01 -0.01 0.00 0.39
H -1.822 3.259 4.822 0.00 0.00 0.00 0.41
H 3.626 0.826 2.081 0.01 -0.02 0.02 0.42
H -3.891 0.002 1.737 -0.01 -0.03 0.02 0.43
H 3.002 -3.207 -3.564 0.00 0.00 0.00 0.40
H -2.846 2.003 2.976 -0.01 0.00 -0.01 0.35
H 2.642 -0.647 2.319 -0.01 -0.01 0.00 0.36
H -1.903 -3.758 -3.775 0.00 0.00 0.00 0.40
H 0.632 3.528 4.934 0.00 0.00 0.00 0.41
H 3.004 1.989 -0.988 -0.01 -0.01 0.00 0.39
H -1.996 2.514 -0.986 0.02 0.01 0.00 0.36
H -3.479 -1.224 0.511 0.00 -0.01 -0.01 0.43
H 1.486 2.895 -0.827 -0.02 0.01 0.00 0.36
H -0.453 -5.068 -5.276 0.00 0.00 0.00 0.37
H 2.761 3.083 0.403 0.01 0.00 0.00 0.44
H 2.066 2.542 3.201 0.01 0.00 -0.01 0.35
```
Forces are in eV/Å.

Here is a molecular structure, C16H20As2HgO6S2 from the Open Molecules 2025 dataset. Energies are from ωB97M-V/def2-TZVPD.

Calculated values
frontier orbital gap (spin up / spin down)	3.0 / 7.1	eV
largest force on an atom	5.63	eV/Å
molar mass	722.898	Da
net charge	-1
multiplicity	2

Structure (XYZ):
```
47
Properties=species:S:1:pos:R:3:forces:R:3:mulliken_spin:R:1
Hg 0.020 -0.738 -0.040 4.22 2.67 -2.61 0.01
As 2.314 0.034 0.195 2.06 0.09 0.60 0.01
As -0.085 2.288 0.052 -0.37 1.72 0.02 0.00
S -2.102 -0.320 1.395 -2.73 -1.07 2.08 0.07
S -0.319 -3.242 0.753 -1.10 -2.56 1.67 0.05
O -0.725 -0.173 1.926 -0.41 0.59 1.51 0.01
O -3.028 0.633 1.964 -0.02 0.19 -0.21 0.01
O 0.027 -4.640 0.655 0.00 0.05 -0.22 0.01
O 0.702 -2.457 1.467 0.43 -0.31 0.48 0.01
O -1.990 -0.187 -0.091 -1.88 0.88 -0.56 0.00
O -0.480 -2.603 -0.594 -0.67 -2.45 -1.56 0.00
C -0.005 2.790 1.953 0.11 -0.04 0.01 0.00
C -4.006 -2.059 2.122 -0.61 -0.27 0.15 -0.06
C 2.014 3.988 -1.195 0.09 0.64 -0.13 0.00
C 2.766 1.807 -0.450 -0.40 1.27 -0.94 0.00
C -3.825 -4.456 2.208 0.67 -0.68 -0.13 0.20
C -4.594 -3.283 2.358 -0.33 0.95 0.02 0.17
C 3.991 2.056 -1.116 -0.73 -1.00 0.93 0.00
C 2.760 0.057 2.111 -0.17 0.15 -0.18 0.00
C 4.237 3.241 -1.758 -0.49 1.22 -0.31 0.00
C 3.243 4.234 -1.796 0.40 -0.90 0.20 0.00
C -1.909 -3.134 1.546 2.07 -0.78 -0.78 0.26
C 3.823 -1.100 -0.370 -0.30 0.15 -0.17 0.00
C 1.734 2.820 -0.509 0.91 -1.64 0.12 0.00
C -2.676 -1.958 1.730 0.23 2.52 -0.09 0.25
C -1.114 3.925 -0.476 0.21 -0.41 -0.03 0.00
C -2.510 -4.356 1.804 -0.47 -0.55 0.20 -0.07
H -2.130 3.757 -0.113 0.08 -0.02 -0.03 0.00
H -4.555 -1.133 2.222 -0.14 -0.05 0.07 0.01
H 0.294 3.834 2.084 -0.03 -0.12 -0.12 0.00
H 3.914 -1.102 -1.460 -0.03 -0.03 0.17 0.00
H -5.637 -3.346 2.630 -0.12 0.08 0.08 0.03
H 3.424 5.162 -2.317 -0.02 0.08 -0.03 0.00
H 4.766 -0.778 0.085 -0.24 0.03 -0.04 0.00
H 0.693 2.138 2.469 -0.05 0.03 0.04 0.00
H 2.622 -0.963 2.474 0.03 0.06 -0.08 0.00
H -4.267 -5.426 2.384 0.03 -0.12 0.03 0.03
H -1.144 4.025 -1.562 -0.01 -0.02 0.05 0.00
H -0.726 4.841 -0.028 0.07 -0.07 0.02 0.00
H 1.243 4.744 -1.281 -0.02 0.01 0.02 0.00
H -1.900 -5.232 1.651 -0.08 -0.18 0.00 0.01
H 4.746 1.275 -1.135 -0.02 0.09 0.03 0.00
H -0.993 2.614 2.378 0.00 -0.02 -0.06 0.00
H 3.576 -2.106 -0.025 0.00 0.10 -0.04 0.00
H 2.054 0.697 2.637 0.09 -0.08 -0.03 0.00
H 3.789 0.415 2.265 -0.34 -0.15 -0.15 0.00
H 5.181 3.408 -2.259 0.06 -0.03 0.00 0.00
```
Forces are in eV/Å.

Here is a molecular structure, C16H20BN14Rb from the Open Molecules 2025 dataset. Energies are from ωB97M-V/def2-TZVPD.

Calculated values
frontier orbital gap	8.3	eV
largest force on an atom	3.39	eV/Å
molar mass	504.714	Da
energy above the lowest of the compared OMol25 structures with the same formula, charge and spin	1.4	kcal/mol
net charge	0
multiplicity	1

Structure (XYZ):
```
52
Properties=species:S:1:pos:R:3:forces:R:3:mulliken_charge:R:1
Rb 1.229 -0.354 -1.177 -0.03 -0.17 0.10 0.74
N -3.443 -0.319 1.481 0.03 -0.08 -0.14 -0.80
N 0.454 1.330 3.195 0.58 -1.71 -1.15 -0.29
N 3.608 1.218 -1.572 0.21 -0.56 -0.86 -0.37
N -1.297 0.471 4.476 0.82 -0.83 -0.78 -0.61
N 1.248 3.065 -1.082 0.58 0.94 -0.25 0.26
N 0.142 2.381 -1.008 -2.33 -0.81 -1.10 -0.56
N -1.595 -0.854 0.045 -0.72 -0.85 -0.06 -0.01
N 3.618 2.317 -0.819 0.10 0.24 0.57 0.25
N -4.919 -2.016 2.055 -1.74 -0.67 1.04 -0.36
N -0.512 -2.729 -1.566 0.60 -0.11 -1.66 0.10
N -1.811 1.219 0.897 -2.09 2.29 1.36 0.01
N -0.218 -0.968 3.014 0.35 1.41 0.50 -0.62
N 1.637 -1.704 1.533 0.13 0.15 -0.18 -0.66
N -3.065 -2.557 0.880 0.65 -0.62 -0.82 -0.62
C 5.734 1.967 -1.492 -1.09 1.67 1.35 -0.72
C -0.019 3.822 -2.686 -0.97 0.72 -2.08 -0.94
C 4.871 1.016 -1.997 -0.76 -1.01 -0.35 -0.37
C -2.057 -2.100 0.128 0.08 -0.32 0.56 0.21
C -0.682 2.788 -2.017 0.29 -0.63 1.17 -0.16
C -2.014 -4.407 -0.789 -0.24 -2.19 -1.26 -0.37
C -1.448 -3.154 -0.755 -0.59 0.87 1.22 0.16
C -0.127 -3.572 -2.529 -0.36 -0.28 1.06 -0.38
C -0.605 -4.860 -2.617 -0.26 -1.05 -1.63 -0.36
C 4.852 2.803 -0.731 1.22 -1.80 -1.15 -0.36
C -3.785 -1.637 1.484 1.30 2.41 -0.91 0.47
C -2.321 0.014 0.786 -1.10 -2.36 1.14 0.20
C 0.807 -1.292 2.229 -0.51 0.11 0.28 0.60
C -1.640 -5.293 -1.812 0.45 0.68 0.24 -0.50
C -0.287 0.266 3.517 -1.40 -1.63 -0.03 0.78
C 1.188 3.977 -2.092 -0.13 -1.44 1.56 -0.30
B 2.321 2.752 -0.034 0.56 -0.11 -0.37 0.46
H 2.472 3.768 0.615 0.43 -0.39 0.21 -0.17
H -2.040 -0.219 4.455 0.56 -0.38 -0.10 0.27
H -1.742 1.349 4.420 -0.16 1.30 -0.04 0.26
H 5.067 3.550 -0.036 0.32 1.30 0.66 0.47
H 1.953 4.660 -2.300 1.01 0.63 -0.16 0.46
H 5.063 0.132 -2.629 0.00 0.73 0.42 0.34
H 1.177 1.254 2.464 -0.53 0.25 0.64 0.04
H -1.661 2.261 -2.107 0.97 0.85 -0.19 0.38
H -5.601 -1.377 2.421 0.41 0.48 -0.05 0.24
H -1.077 1.443 0.274 1.11 0.77 -0.76 0.32
H -0.285 -5.515 -3.445 -0.03 0.55 0.44 0.31
H -5.268 -2.963 1.995 0.66 0.17 -0.24 0.24
H -2.759 -4.797 -0.135 -0.48 0.65 0.60 0.46
H 6.799 2.103 -1.547 0.01 -0.18 -0.23 0.36
H -0.230 4.412 -3.587 -0.54 -0.52 0.55 0.33
H 0.414 2.093 3.798 0.20 1.42 0.69 0.20
H 0.513 -3.227 -3.299 0.88 0.49 -0.35 0.38
H -2.443 1.983 1.250 1.21 -1.32 -0.60 0.31
H 1.921 1.738 0.533 0.13 0.46 0.32 -0.43
H -2.138 -6.237 -2.086 0.26 0.48 0.80 0.36
```
Forces are in eV/Å.

Here is a single C16H20Br2N4O2 molecule from the Open Molecules 2025 dataset. Energies are from ωB97M-V/def2-TZVPD.

Calculated values
structure (SMILES)	CC1=NN(C(=O)CN2CCNCC2)[C@@H](c2cc(Br)cc(Br)c2O)C1
frontier orbital gap	8.9	eV
largest force on an atom	4.05	eV/Å
molar mass	460.170	Da
energy above the lowest of the compared OMol25 structures with the same formula, charge and spin	78.7	kcal/mol
net charge	0
multiplicity	1

Structure (XYZ):
```
44
Properties=species:S:1:pos:R:3:forces:R:3:mulliken_charge:R:1
Br 0.877 1.489 5.132 0.07 -0.28 -0.62 -0.21
Br 4.065 -1.774 1.741 0.15 -0.07 -0.13 -0.13
O 1.324 -2.524 0.577 0.61 -0.41 0.85 -0.79
O -2.835 0.831 -0.652 0.57 -0.73 0.34 -0.64
N -2.190 -0.645 0.978 1.68 -0.03 -3.05 1.01
N -3.233 -0.384 1.791 -0.75 -2.17 3.34 -1.20
N 1.999 0.580 -3.044 -0.49 -0.09 -0.95 -0.30
N 0.323 -0.836 -1.218 -0.27 -1.60 0.36 0.10
C 1.371 -0.677 -3.493 -0.18 0.11 1.16 -0.82
C -2.213 -2.406 2.466 -0.20 -0.63 0.05 -0.80
C -3.234 -1.348 2.718 -0.31 1.76 -2.22 0.57
C 2.369 -1.170 2.270 -0.43 0.90 0.49 0.03
C -0.092 -0.195 3.011 -0.18 0.15 0.32 -0.07
C -1.333 -1.727 1.452 1.29 -0.67 -0.72 -0.23
C 1.045 0.280 3.643 -0.08 0.09 0.15 -0.67
C -0.023 -1.190 2.035 -0.45 0.40 0.22 0.04
C 1.218 1.304 -2.048 0.81 0.20 0.71 -1.01
C -4.202 -1.453 3.826 -0.05 0.13 0.73 -1.33
C -2.090 -0.074 -0.310 -0.76 0.82 0.37 0.55
C 1.225 -1.658 1.628 0.09 -0.13 -0.45 0.27
C 2.291 -0.168 3.263 0.18 -1.13 -0.64 -0.40
C 1.058 -1.625 -2.308 -1.15 1.39 -0.37 -0.50
C 1.037 0.396 -0.828 -0.94 0.51 -0.55 -0.57
C -1.158 -0.645 -1.437 1.37 0.08 0.38 -1.05
H 0.465 -2.494 -2.649 -0.07 0.49 0.33 0.35
H 0.978 -2.055 -0.222 -0.57 0.36 0.33 0.57
H -3.846 -2.095 4.654 -0.05 0.19 -0.61 0.32
H 1.809 2.188 -1.737 -0.33 -0.27 -0.22 0.43
H -1.038 0.245 3.310 -0.06 -0.26 -0.11 0.60
H 2.948 0.429 -2.721 -0.16 -0.06 0.01 0.30
H 0.478 0.900 -0.026 0.03 -0.21 -0.13 0.51
H -4.375 -0.479 4.254 -0.18 0.44 0.13 0.36
H 1.984 -2.038 -1.917 0.18 0.19 0.37 0.37
H -1.245 0.050 -2.265 -0.64 0.25 0.05 0.29
H -2.645 -3.340 2.027 -0.05 0.69 0.46 0.38
H -1.640 -1.572 -1.749 0.34 -0.28 0.01 0.54
H -1.130 -2.487 0.679 0.22 0.78 -0.02 0.62
H -5.161 -1.822 3.488 -0.24 -0.22 -0.11 0.30
H -1.672 -2.697 3.360 0.07 -0.02 0.19 0.43
H 0.261 1.686 -2.441 0.36 -0.34 -0.07 0.31
H 2.047 -1.198 -4.151 0.17 -0.02 -0.54 0.44
H 3.202 0.192 3.711 0.04 0.06 0.13 0.44
H 2.033 0.176 -0.439 -0.04 -0.36 0.05 0.29
H 0.427 -0.443 -4.010 0.40 0.02 -0.02 0.30
```
Forces are in eV/Å.

Here is a molecular structure, C16H20Cl6IrN2O6S from the Open Molecules 2025 dataset. Energies are from ωB97M-V/def2-TZVPD.

Calculated values
frontier orbital gap (spin up / spin down)	9.4 / 4.9	eV
largest force on an atom	1.26	eV/Å
molar mass	773.346	Da
energy above the lowest of the compared OMol25 structures with the same formula, charge and spin	17.5	kcal/mol
net charge	+2
multiplicity	6

Structure (XYZ):
```
52
Properties=species:S:1:pos:R:3:forces:R:3:mulliken_spin:R:1
Ir 0.167 0.289 0.473 -0.63 -0.36 -0.26 2.64
Cl 4.839 -1.136 3.308 -0.01 -0.01 0.00 0.01
Cl -1.033 -0.702 5.295 -0.02 0.03 -0.05 0.05
Cl 2.642 0.095 1.460 0.28 0.12 -0.03 0.08
Cl 1.122 -2.014 7.129 0.05 0.02 -0.05 -0.01
Cl -2.101 0.939 -1.451 -0.48 0.87 -0.03 0.01
Cl 4.043 -2.234 6.102 -0.10 0.08 -0.12 0.10
S -1.506 3.183 0.813 0.30 0.85 0.88 0.36
O -2.183 0.678 0.016 0.37 -0.27 0.67 0.08
O -0.732 0.630 -1.802 0.92 -0.12 -0.17 0.03
O -2.343 2.342 -1.641 0.00 0.03 -0.01 0.03
O -0.010 0.088 2.711 0.03 0.04 -0.18 0.35
O -3.013 0.140 -2.140 -0.35 -0.46 -0.28 0.01
O -0.163 2.581 0.600 0.20 -0.52 -0.20 0.35
N 0.630 -1.543 -0.447 -0.12 0.28 0.30 0.05
N 0.909 -3.054 -2.353 0.22 0.13 0.37 0.03
C -0.195 -3.736 -3.044 -0.41 -0.11 -0.52 0.00
C 0.572 -0.859 4.778 0.02 -0.11 0.18 0.20
C 2.258 -3.288 -2.906 0.31 0.07 -0.46 0.00
C -1.279 5.002 0.646 -0.30 -0.16 -0.33 0.06
C 0.888 -0.398 3.443 0.03 0.00 0.13 0.13
C -3.473 3.187 2.749 -0.11 0.00 -0.12 0.00
C 3.223 -1.051 3.828 0.03 0.07 -0.19 -0.03
C 1.534 -1.434 5.582 -0.23 0.07 0.01 -0.07
C -0.183 -3.376 -4.531 0.13 -0.02 0.22 0.00
C 2.257 -0.515 3.024 0.09 -0.07 -0.01 0.12
C 1.195 -3.623 -5.145 -0.04 0.21 -0.10 0.00
C 2.866 -1.539 5.122 0.08 -0.06 0.14 0.28
C -1.992 2.911 2.562 -0.28 -0.07 -0.26 0.07
C 2.271 -2.860 -4.373 -0.12 -0.18 0.18 0.00
C 0.746 -2.251 -1.367 -0.08 -0.07 -0.17 0.02
C -1.440 5.462 -0.789 0.02 -0.12 -0.22 0.01
H -1.265 6.536 -0.836 0.00 0.00 0.09 0.00
H -2.437 5.257 -1.172 0.00 0.01 0.02 0.00
H 2.079 -1.786 -4.429 0.06 0.02 -0.04 0.00
H -0.944 -3.975 -5.031 -0.03 0.03 0.00 0.00
H -3.738 2.999 3.789 0.07 0.02 0.01 0.00
H -0.710 4.981 -1.441 -0.02 0.00 0.01 0.00
H -2.039 5.420 1.309 0.02 -0.03 0.06 0.01
H 1.191 -3.301 -6.186 0.01 -0.04 0.00 0.00
H -1.724 1.874 2.763 0.06 -0.04 -0.06 -0.01
H 3.262 -3.050 -4.784 0.00 0.01 0.00 0.00
H -0.036 -4.811 -2.930 0.00 0.04 0.15 0.00
H 2.467 -4.358 -2.831 -0.01 0.02 0.14 0.00
H -0.460 -2.324 -4.641 -0.02 -0.01 -0.04 0.00
H 1.423 -4.693 -5.145 0.00 -0.01 0.03 0.00
H -1.141 -3.466 -2.581 0.06 0.01 0.11 0.00
H -3.730 4.222 2.526 -0.02 -0.01 0.02 0.00
H -1.351 3.590 3.130 0.11 -0.01 -0.07 0.02
H 2.990 -2.736 -2.320 -0.06 -0.03 0.10 0.00
H -4.078 2.527 2.128 0.00 0.01 0.01 0.00
H -0.274 5.184 1.029 -0.02 -0.13 0.17 0.01
```
Forces are in eV/Å.

What is the multiplicity in the fourth record? 1

What is the multiplicity in the sixth record? 6

What is the net charge in the fifth record? 0

Which value of net charge does entry 5 give? 0